# C3H9N3O

A molecular structure, C3H9N3O (wB97M-V/def2-TZVPD, OMol25).

## Properties
M in g/mol: 103.1
Energy relative to the best compared isomer or geometry (same formula, charge and spin) in kJ/mol: 602.07
Net charge: 0
Electronic energy in hartree: -359.015126

Cartesian coordinates (Å):
C: -0.31 -1.71 0.21
C: -1.60 0.25 -0.37
N: -0.30 -0.41 -0.46
N: 0.70 0.47 0.03
C: 0.73 2.30 0.53
N: 2.02 0.08 -0.24
O: -0.13 3.07 0.38
H: 1.11 1.44 1.22
H: 2.23 -0.91 -0.14
H: 2.31 0.32 -1.19
H: -0.49 -1.61 1.29
H: 0.64 -2.22 0.05
H: -1.09 -2.33 -0.23
H: -1.89 0.46 0.67
H: -2.36 -0.40 -0.81
H: -1.58 1.18 -0.94

---

# C4H7NO

C4H7NO in the gas phase (wB97M-V/def2-TZVPD, OMol25).

## Properties
M in g/mol: 85.1
Energy relative to the best compared isomer or geometry (same formula, charge and spin) in kJ/mol: 381.74
Net charge: 0
Electronic energy in hartree: -286.486249

Cartesian coordinates (Å):
O: -2.79 -0.81 1.41
C: -1.89 -0.43 0.67
C: -0.59 -0.02 1.02
N: 0.22 0.54 -0.05
C: 0.71 -0.33 -1.15
C: 1.66 0.20 -0.16
H: -2.06 -0.41 -0.45
H: -0.27 0.27 2.01
H: 0.03 1.50 -0.37
H: 0.67 0.09 -2.15
H: 0.37 -1.35 -1.03
H: 1.99 -0.46 0.63
H: 2.32 1.01 -0.44

---

# C4H14O2S2

4 unconnected molecules or ions with the total composition C4H14O2S2 (wB97M-V/def2-TZVPD, OMol25).

## Properties
M in g/mol: 158.3
Energy relative to the best compared isomer or geometry (same formula, charge and spin) in kJ/mol: 608.28
Net charge: 0
Electronic energy in hartree: -1107.418500

Cartesian coordinates (Å):
C: 1.15 0.43 2.02
C: 0.24 -0.81 1.78
C: 1.98 1.16 0.91
S: 0.96 2.21 -0.17
S: -0.05 -2.09 -1.07
C: 0.24 -0.75 -2.31
H: 0.43 1.07 2.66
H: 1.99 0.26 2.81
H: 0.08 -1.47 2.60
H: -0.71 -0.45 1.38
H: 0.75 -1.36 0.99
H: 2.72 1.73 1.43
H: 2.54 0.45 0.30
H: -0.25 0.14 -2.09
H: 1.24 -0.39 -2.35
H: -0.10 -1.16 -3.25
H: -3.09 -0.97 -1.00
H: -1.93 -1.85 -0.35
O: -2.91 -1.55 -0.20
H: -1.69 2.02 1.08
H: -0.90 1.49 -0.17
O: -1.76 1.34 0.37

---

# FH3P2

2 unconnected molecules or ions with the total composition FH3P2 (wB97M-V/def2-TZVPD, OMol25).

## Properties
M in g/mol: 84.0
Energy relative to the best compared isomer or geometry (same formula, charge and spin) in kJ/mol: 86.93
Net charge: 0
Electronic energy in hartree: -784.312074

Cartesian coordinates (Å):
F: -2.53 0.35 -0.14
P: 0.56 -0.89 0.04
P: 1.66 0.80 -0.13
H: 1.53 -1.75 -0.73
H: -2.01 -0.14 0.48
H: 0.79 1.64 0.48

---

Which of these has the highest M? C4H14O2S2